C46H28BrN11OPb as an isolated structure. Source: OMol25; level of theory: wB97M-V/def2-TZVPD.

Its HOMO energy is -1.36 eV. The net charge is -2. The value obtained for the energy is -5213.9586 hartree. The strongest force on any atom comes out at 5.59 eV/A. The LUMO energy comes out at 3.3 eV. The HOMO-LUMO gap is 4.6 eV.

Each line ends with the Mulliken charge.
Atoms and positions in Å:
Pb: 1.540 -0.921 -2.075  0.806
C: -7.458 -0.638 -2.898  -0.513
C: -7.492 0.838 -3.051  -0.514
C: -6.467 1.607 -2.632  -0.479
C: -5.310 0.945 -1.913  0.092
C: -4.108 1.473 -1.196  0.120
N: -3.790 2.781 -1.189  -0.686
C: -2.509 3.158 -0.751  0.327
C: -2.019 4.635 -0.835  -0.147
C: -2.560 5.759 -1.367  0.014
C: -1.801 6.892 -1.305  -0.686
C: -0.584 6.868 -0.736  -0.517
C: 0.019 5.702 -0.258  -0.491
C: -0.752 4.553 -0.325  -0.067
C: -0.567 3.193 0.211  -0.777
N: 0.504 2.854 0.764  -0.655
C: 0.646 1.521 1.215  1.810
N: 0.510 -0.537 0.696  0.254
C: 0.820 -1.373 1.802  0.085
N: -0.065 -2.342 2.172  -0.328
C: -1.166 -2.595 1.600  -0.161
N: -1.824 -1.966 0.452  -0.014
C: -3.028 -2.308 0.365  -0.005
N: -4.075 -1.960 -0.498  -0.528
C: -4.229 -0.784 -0.997  0.055
N: -3.537 0.393 -0.690  -0.223
C: -5.342 -0.379 -1.772  0.697
C: -6.386 -1.250 -2.263  -0.622
C: -3.416 -3.341 1.467  0.176
C: -4.604 -3.961 1.791  0.103
C: -4.559 -4.895 2.826  -0.659
C: -3.365 -5.145 3.515  -0.526
C: -2.153 -4.498 3.133  -0.308
C: -2.240 -3.525 2.183  -0.102
C: 1.821 -1.014 2.693  0.609
C: 1.852 -1.263 4.142  -0.582
C: 2.204 -0.172 4.942  -1.022
C: 2.245 1.272 4.917  -0.747
C: 1.857 2.063 3.868  -1.256
C: 1.260 1.272 2.771  2.016
N: -1.621 2.424 -0.210  -0.025
H: -8.145 -1.228 -3.407  0.447
H: -8.353 1.075 -3.625  0.368
H: -6.451 2.693 -2.784  0.427
H: -3.534 5.815 -1.758  0.583
H: -2.248 7.882 -1.421  0.284
H: -0.031 7.806 -0.672  0.337
H: 0.922 5.687 0.287  0.555
H: -6.363 -2.351 -2.080  0.390
H: -5.516 -3.654 1.289  0.472
H: -5.490 -5.400 3.032  0.366
H: -3.378 -5.878 4.297  0.412
H: -1.327 -4.596 3.790  0.474
H: 1.866 -2.297 4.426  0.514
H: 2.127 -0.523 5.862  0.490
H: 2.377 1.756 5.787  0.531
H: 1.671 3.133 4.140  0.262
C: 5.247 -0.093 0.619  -1.488
C: 3.785 -0.049 0.221  0.403
N: 3.537 -0.332 -1.124  0.129
N: 4.671 -0.705 -1.798  -0.632
C: 4.403 -1.132 -2.988  0.673
O: 3.260 -1.262 -3.591  -0.808
C: 5.594 -1.556 -3.781  0.422
C: 6.797 -1.771 -3.085  -0.225
C: 7.927 -2.185 -3.845  -0.684
C: 7.735 -2.480 -5.200  -0.324
C: 6.540 -2.239 -5.856  -0.482
C: 5.459 -1.683 -5.132  -0.378
C: 2.774 0.486 0.927  -1.242
C: 2.478 0.224 2.383  -0.983
C: 0.002 0.644 3.359  -0.543
C: -1.005 0.419 2.504  -1.178
C: -0.439 0.498 1.110  -1.644
N: 1.493 0.661 0.327  -0.417
H: 5.680 -1.075 0.496  0.280
H: 5.768 0.539 -0.068  0.374
H: 5.280 0.190 1.668  0.451
H: 6.949 -1.627 -1.976  0.175
H: 8.900 -2.219 -3.438  0.422
H: 8.495 -2.920 -5.836  0.321
H: 6.505 -2.376 -6.981  0.263
H: 4.587 -1.240 -5.658  0.308
H: 3.356 0.437 2.864  1.760
H: -0.150 0.549 4.468  0.206
H: -2.032 0.365 2.883  0.395
H: -1.249 0.445 0.420  1.710
Br: 1.274 -3.772 -1.618  -0.700

Atoms 1-2, force components in eV/Å:
Pb -0.04 -0.16 -0.04
C 2.65 2.17 0.98

***

A 2-piece molecular cluster, C4H6ClFOS overall. Source: OMol25; level of theory: wB97M-V/def2-TZVPD.

Its HOMO energy is -9.39 eV. The net charge is 0. The value obtained for the energy is -1189.4218 hartree. The strongest force on any atom comes out at 1.42 eV/A. The LUMO energy comes out at 0.6 eV. As for the SMILES: C=C(F)Cl.O=CCS. The HOMO-LUMO gap is 10.0 eV.

Each line ends with the Mulliken charge.
Atoms and positions in Å:
C: 0.560 1.364 -0.427  0.554
C: -0.683 1.773 -0.254  -0.924
C: 0.100 -1.016 0.860  -0.264
C: 0.710 -1.562 -0.415  -0.093
H: -0.989 2.161 0.710  0.353
H: -1.399 1.725 -1.064  0.380
H: -2.048 -0.279 0.122  0.103
H: 0.332 0.039 0.959  0.097
H: 0.552 -1.527 1.706  0.352
H: 0.139 -1.348 -1.343  0.485
O: 1.743 -2.181 -0.442  -0.521
F: 1.477 1.404 0.534  -0.229
S: -1.695 -1.276 0.948  -0.173
Cl: 1.202 0.724 -1.893  -0.122

Atoms 1-2, force components in eV/Å:
C -0.21 0.92 -1.07
C 0.13 0.24 -0.15

***

An isolated ion of composition C7H11N5OS and charge +2. Source: OMol25; level of theory: wB97M-V/def2-TZVPD.

Its HOMO energy (alpha / beta) is -14.36 / -17.06 eV. The net charge is +2. The value obtained for the energy is -1019.7235 hartree. The strongest force on any atom comes out at 5.20 eV/A. The spin multiplicity is 3. The LUMO energy (alpha / beta) comes out at -7.2 / -9.6 eV. The HOMO-LUMO gap (alpha / beta) is 7.2 / 7.4 eV.

Each line ends with the Mulliken charge.
Atoms and positions in Å:
C: 1.957 -1.142 -1.730  -0.513
C: 1.577 -1.739 -0.633  -0.905
C: -0.087 0.090 -0.136  0.256
C: -0.690 -2.482 -0.118  -0.046
C: -1.978 2.950 0.977  0.380
C: 1.195 -0.004 -2.278  -0.622
C: 0.346 -1.345 0.200  1.145
N: -0.664 0.780 0.808  -0.402
N: -1.185 1.999 0.539  -0.146
N: 0.218 0.551 -1.303  -0.094
N: -2.230 3.689 2.009  -0.294
N: 0.801 -1.493 1.667  -0.211
O: -0.949 -3.323 0.695  -0.417
S: -2.436 2.708 -0.652  -0.031
H: 2.997 -1.464 -2.142  0.374
H: 2.101 -2.686 -0.374  0.384
H: -1.091 -2.433 -1.062  0.525
H: 1.925 0.791 -2.548  0.378
H: 0.602 -0.275 -3.168  0.352
H: -0.176 1.499 -1.386  0.186
H: -1.601 3.986 2.735  0.263
H: -3.129 4.126 2.085  0.275
H: 0.090 -2.167 2.124  0.425
H: 0.739 -0.556 2.014  0.369
H: 1.669 -2.059 1.675  0.369

Atoms 1-2, force components in eV/Å:
C 1.98 -0.16 -0.65
C -0.26 -1.39 0.87

***

C8H20BBaNO3P as an isolated structure. Source: OMol25; level of theory: wB97M-V/def2-TZVPD.

Its HOMO energy is -8.96 eV. The net charge is +1. The value obtained for the energy is -988.3933 hartree. The strongest force on any atom comes out at 13.77 eV/A. The LUMO energy comes out at -6.1 eV. The HOMO-LUMO gap is 2.8 eV.

Each line ends with the Mulliken charge.
Atoms and positions in Å:
C: -1.219 -2.656 -0.785  -0.815
C: -1.518 -1.425 -1.190  -0.382
P: -1.045 0.226 -0.394  -0.023
N: 0.538 0.482 -1.137  -0.130
C: 0.794 0.022 -2.483  -0.958
C: -0.159 0.549 -3.541  -0.261
C: -0.335 2.072 -3.453  -1.122
O: -0.841 1.660 0.620  -0.579
C: -0.609 1.438 1.936  -0.278
C: -0.105 -0.024 2.119  0.356
B: 1.326 -0.176 2.652  0.296
C: 1.564 -1.279 3.812  -0.725
O: 2.363 0.561 2.206  -0.560
O: -0.201 -0.724 0.977  -0.491
H: -1.961 -3.438 -0.762  0.256
H: -0.221 -2.914 -0.466  0.235
H: -2.171 -1.350 -2.052  0.450
H: -1.745 0.998 -1.331  0.118
H: -2.260 -0.028 0.369  0.164
H: 1.300 0.294 -0.515  0.050
H: 0.920 -1.057 -2.572  0.348
H: 1.762 0.429 -2.771  0.524
H: 0.290 0.313 -4.493  0.435
H: -1.125 0.074 -3.455  0.134
H: 0.306 2.489 -2.694  0.266
H: -1.352 2.299 -3.174  0.298
H: -0.160 2.528 -4.416  0.363
H: -1.549 1.530 2.496  0.297
H: 0.105 2.165 2.337  0.275
H: -0.822 -0.510 2.890  -0.195
H: 2.561 -1.110 4.251  0.251
H: 1.508 -2.262 3.356  0.391
H: 0.778 -1.183 4.581  -0.022
H: 2.783 0.184 1.427  0.341
Ba: 0.498 -0.177 5.657  1.692

Atoms 1-2, force components in eV/Å:
C 0.14 -0.11 0.00
C 0.74 0.41 -0.27

***

A 2-piece molecular cluster, C3H7O3 overall. Source: OMol25; level of theory: wB97M-V/def2-TZVPD.

Its HOMO energy is -4.51 eV. The net charge is -1. The value obtained for the energy is -344.2876 hartree. The strongest force on any atom comes out at 0.88 eV/A. The LUMO energy comes out at 4.2 eV. The HOMO-LUMO gap is 8.7 eV.

Each line ends with the Mulliken charge.
Atoms and positions in Å:
O: -2.904 0.589 0.589  -0.641
C: -2.627 -0.112 -0.394  -0.118
O: -1.528 -0.647 -0.695  -0.632
H: -3.476 -0.407 -1.055  0.356
H: 0.104 -0.723 -1.112  0.490
C: 1.547 0.311 -0.357  -0.244
O: 1.072 -0.656 -1.268  -0.617
C: 1.079 0.072 1.068  -0.927
H: 1.218 1.308 -0.683  0.214
H: 2.638 0.281 -0.412  0.289
H: 1.636 0.682 1.788  0.335
H: 1.222 -0.980 1.321  0.252
H: 0.020 0.283 1.209  0.243

Atoms 1-2, force components in eV/Å:
O -0.01 0.29 -0.09
C 0.24 -0.67 0.53

***

C4H9NO2 as an isolated structure. Source: OMol25; level of theory: wB97M-V/def2-TZVPD.

Its HOMO energy is -9.60 eV. The net charge is 0. The value obtained for the energy is -362.9510 hartree. The strongest force on any atom comes out at 5.04 eV/A. The LUMO energy comes out at 0.7 eV. The HOMO-LUMO gap is 10.3 eV.

Each line ends with the Mulliken charge.
Atoms and positions in Å:
C: -0.970 -1.423 0.471  -1.333
C: -0.165 1.066 1.137  -1.159
C: 0.330 -0.284 0.713  0.611
N: 1.456 -0.829 0.914  -0.602
H: 2.199 -0.162 1.120  0.266
H: 0.609 1.806 0.920  0.376
H: -0.603 -2.376 0.089  0.358
H: -1.199 -1.598 1.521  0.473
H: -1.888 -1.003 0.056  0.362
H: -1.061 1.352 0.585  0.278
H: -0.365 1.058 2.211  0.359
C: 0.485 0.142 -1.770  0.492
O: -0.398 1.095 -2.175  -0.428
O: 1.625 0.136 -2.167  -0.544
H: 0.097 1.696 -2.768  0.320
H: -0.153 -0.675 -0.855  0.172

Atoms 1-2, force components in eV/Å:
C 1.74 1.56 1.91
C 0.36 0.33 -0.81

***

C41H51N10OPRuS as an isolated structure. Source: OMol25; level of theory: wB97M-V/def2-TZVPD.

Its HOMO energy (alpha / beta) is -15.51 / -15.51 eV. The net charge is +3. The value obtained for the energy is -3049.4457 hartree. The strongest force on any atom comes out at 0.84 eV/A. The spin multiplicity is 6. The LUMO energy (alpha / beta) comes out at -7.4 / -9.7 eV. The HOMO-LUMO gap (alpha / beta) is 8.1 / 5.8 eV.

Each line ends with the Mulliken charge.
Atoms and positions in Å:
Ru: 0.640 -0.688 1.318  0.303
C: 1.701 2.263 2.486  -0.708
C: 0.435 2.716 3.183  -1.740
C: -0.854 2.001 2.893  0.822
C: -2.042 2.638 3.245  -1.010
C: -3.257 2.029 3.015  -0.915
C: -3.268 0.788 2.391  -0.543
C: -2.060 0.213 2.085  0.332
N: -0.866 0.775 2.348  0.619
N: 2.064 0.837 2.665  0.963
C: 3.440 0.639 2.184  -1.361
C: 3.514 0.481 0.695  -0.234
C: 4.676 0.755 -0.006  -0.994
C: 4.722 0.482 -1.363  -1.139
C: 3.601 -0.057 -1.981  -0.830
C: 2.475 -0.282 -1.222  -1.162
N: 2.429 -0.008 0.090  2.523
C: 1.959 0.418 4.075  -0.091
C: 1.996 -1.074 4.179  -0.353
C: 2.848 -1.758 5.022  -0.983
C: 2.739 -3.141 5.111  -0.507
C: 1.764 -3.785 4.367  -1.030
C: 0.961 -3.031 3.533  -0.338
N: 1.083 -1.700 3.416  0.506
H: 1.649 2.456 1.412  -0.032
H: 2.511 2.880 2.891  0.488
H: 0.584 2.720 4.266  0.424
H: 0.299 3.765 2.915  0.755
H: -1.995 3.617 3.706  0.611
H: -4.181 2.517 3.300  0.491
H: -4.192 0.279 2.150  0.668
H: -2.025 -0.747 1.598  -0.906
H: 4.084 1.461 2.508  0.687
H: 3.838 -0.271 2.644  0.342
H: 5.535 1.168 0.508  0.628
H: 5.620 0.688 -1.931  0.510
H: 3.597 -0.291 -3.037  0.625
H: 1.570 -0.674 -1.658  0.006
H: 2.725 0.888 4.699  0.400
H: 0.984 0.729 4.442  0.439
H: 3.571 -1.217 5.619  0.526
H: 3.399 -3.701 5.761  0.482
H: 1.623 -4.856 4.432  0.510
H: 0.177 -3.491 2.945  0.514
N: -0.537 -4.198 -0.951  0.017
C: -1.881 -3.984 -0.681  0.928
C: -3.018 -4.556 -1.240  -1.058
C: -4.224 -4.173 -0.699  -0.656
C: -4.279 -3.289 0.391  -0.981
C: -3.141 -2.731 0.937  -0.865
C: -1.911 -3.045 0.349  -0.232
N: -0.580 -2.663 0.658  1.275
C: 0.178 -3.427 -0.123  0.450
C: 1.622 -3.528 0.037  -1.211
C: 2.457 -4.510 -0.401  -0.333
S: 4.019 -4.254 0.216  -0.117
C: 3.476 -2.863 1.019  -0.631
N: 2.210 -2.590 0.842  1.233
H: -0.171 -4.864 -1.612  0.261
H: -2.958 -5.283 -2.039  0.528
H: -5.142 -4.593 -1.089  0.475
H: -5.240 -3.064 0.833  0.478
H: -3.223 -2.138 1.835  0.721
H: 2.235 -5.373 -1.011  0.460
H: 4.141 -2.264 1.626  0.226
O: -0.297 0.495 -0.297  2.263
P: -0.715 1.093 -1.646  -3.083
N: -2.128 1.878 -1.450  1.135
C: -2.306 2.826 -0.330  0.476
C: -3.697 3.401 -0.558  -0.724
C: -3.797 3.442 -2.083  -0.903
C: -3.142 2.134 -2.512  -0.566
N: 0.485 2.059 -2.214  1.108
C: 0.373 2.733 -3.537  -0.401
C: 1.046 4.087 -3.341  -0.880
C: 2.071 3.812 -2.243  -0.832
C: 1.303 2.896 -1.300  0.726
N: -1.055 0.040 -2.856  0.304
C: -0.048 -0.589 -3.728  -0.418
C: -0.910 -1.342 -4.734  -0.822
C: -2.127 -1.816 -3.915  -0.777
C: -2.095 -0.987 -2.618  0.777
H: -1.562 3.630 -0.372  0.125
H: -2.198 2.311 0.619  -0.560
H: -3.815 4.382 -0.101  0.404
H: -4.459 2.733 -0.148  0.361
H: -3.237 4.296 -2.469  0.326
H: -4.821 3.516 -2.440  0.424
H: -2.698 2.175 -3.503  0.447
H: -3.881 1.329 -2.520  0.408
H: -0.664 2.825 -3.859  0.120
H: 0.906 2.155 -4.294  0.422
H: 0.323 4.829 -2.995  0.315
H: 1.491 4.453 -4.263  0.420
H: 2.408 4.718 -1.743  0.397
H: 2.942 3.295 -2.652  0.317
H: 0.670 3.500 -0.640  0.189
H: 1.943 2.280 -0.678  -1.081
H: 0.580 -1.299 -3.169  0.350
H: 0.591 0.157 -4.189  0.254
H: -0.369 -2.166 -5.197  0.408
H: -1.224 -0.658 -5.521  0.314
H: -2.064 -2.879 -3.687  0.261
H: -3.051 -1.654 -4.464  0.380
H: -1.823 -1.611 -1.762  -0.964
H: -3.049 -0.518 -2.392  0.318

Atoms 1-2, force components in eV/Å:
Ru -0.06 0.80 -0.24
C -0.06 -0.03 -0.07

***

A 2-piece molecular cluster, C29H38F9N2O6Si overall. Source: OMol25; level of theory: wB97M-V/def2-TZVPD.

Its HOMO energy is -11.55 eV. The net charge is +1. The value obtained for the energy is -2876.6848 hartree. The strongest force on any atom comes out at 7.12 eV/A. The LUMO energy comes out at -7.2 eV. The HOMO-LUMO gap is 4.4 eV.

Each line ends with the Mulliken charge.
Atoms and positions in Å:
C: -2.074 0.713 -2.610  -1.107
Si: -1.350 -0.991 -3.000  0.495
C: -2.695 -2.248 -2.415  -1.213
C: -1.166 -1.054 -4.885  -0.950
C: 0.241 -1.476 -2.016  1.647
C: 0.614 -0.615 -0.938  -0.428
C: 1.814 -0.896 -0.110  0.397
C: 2.641 -2.010 -0.430  0.434
C: 3.872 -2.214 0.489  -1.467
C: 3.415 -2.536 1.981  -0.538
C: 2.898 -4.037 2.056  -0.334
O: 3.827 -4.905 2.717  -0.528
C: 2.279 -2.881 -1.566  0.977
C: 3.324 -3.996 -1.807  -1.400
C: 4.737 -3.448 -2.294  0.497
O: 5.562 -4.277 -2.496  -0.543
O: 5.008 -2.100 -2.439  -0.498
C: 1.057 -2.667 -2.347  -0.857
C: 0.708 -3.661 -3.452  0.784
F: 0.962 -4.947 -2.938  -0.335
F: -0.641 -3.832 -3.723  -0.260
C: 1.466 -3.574 -4.837  0.658
F: 2.290 -4.675 -4.937  -0.276
F: 0.542 -3.750 -5.847  -0.294
C: 2.339 -2.331 -5.173  0.525
F: 3.630 -2.425 -4.718  -0.342
F: 1.876 -1.117 -4.764  -0.235
C: 2.503 -2.195 -6.765  0.634
F: 2.848 -3.346 -7.362  -0.230
F: 3.578 -1.352 -6.932  -0.258
F: 1.463 -1.561 -7.341  -0.204
C: 1.906 0.182 1.020  -0.404
O: 2.832 0.613 1.625  -0.560
N: 0.490 0.497 1.163  -0.153
C: 0.134 0.663 -0.265  0.291
O: -0.309 1.746 -0.535  -0.588
H: -1.319 1.508 -2.818  0.266
H: -2.396 0.723 -1.540  0.205
H: -2.964 0.858 -3.271  0.397
H: -2.307 -2.835 -1.549  0.341
H: -3.645 -1.713 -2.183  0.394
H: -2.899 -2.955 -3.257  0.322
H: -0.415 -0.285 -5.207  0.249
H: -2.144 -0.691 -5.310  0.431
H: -0.991 -2.055 -5.329  0.286
H: 4.493 -1.278 0.513  0.487
H: 4.547 -3.054 0.217  0.342
H: 2.558 -1.913 2.314  0.232
H: 4.275 -2.451 2.690  0.514
H: 2.559 -4.414 1.052  0.036
H: 1.965 -4.022 2.687  0.411
H: 3.275 -5.476 3.275  0.349
H: 3.544 -4.470 -0.816  0.425
H: 3.075 -4.785 -2.538  0.494
H: 5.279 -1.689 -1.601  0.343
H: 0.547 1.484 1.455  0.177
C: -4.919 3.769 3.904  -1.573
C: -3.572 2.993 3.979  1.677
C: -2.885 3.200 5.352  -1.367
C: -2.171 4.537 5.514  -0.462
C: -1.217 4.779 4.350  -1.166
C: -1.922 4.692 2.982  1.492
N: -2.693 3.405 2.834  0.728
O: -1.895 2.511 2.620  -0.267
C: -2.851 5.917 2.822  -1.905
C: -0.879 4.875 1.863  -1.721
C: -3.994 1.510 3.916  -1.945
H: -4.949 4.502 3.098  0.363
H: -5.758 3.106 3.691  0.468
H: -5.142 4.292 4.835  0.349
H: -2.144 2.408 5.510  0.410
H: -3.620 3.087 6.150  0.428
H: -2.897 5.350 5.598  0.303
H: -1.605 4.536 6.449  0.412
H: -0.750 5.759 4.461  0.415
H: -0.402 4.047 4.401  0.360
H: -3.411 5.867 1.886  0.432
H: -2.265 6.836 2.800  0.444
H: -3.560 6.035 3.639  0.423
H: -0.065 4.151 1.919  0.330
H: -0.419 5.861 1.929  0.449
H: -1.342 4.794 0.876  0.508
H: -4.437 1.264 2.948  0.503
H: -4.736 1.300 4.686  0.476
H: -3.160 0.828 4.092  0.402

Atoms 1-2, force components in eV/Å:
C 0.44 0.09 0.11
Si -1.43 -0.84 -0.34